[1]
Formula: C2H4ClO
Source: the OMol25 dataset
Level of theory: ωB97M-V/def2-TZVPD

```
8
Properties=species:S:1:pos:R:3:forces:R:3
C 1.115 -0.847 0.031 1.9 -4.5 0.9
C -0.919 0.852 -0.031 1.0 0.8 -3.1
O 0.891 0.283 -0.095 -1.6 6.3 -0.6
Cl -1.903 -0.469 -0.109 -0.2 -0.1 -0.1
H 2.178 -1.135 0.319 -1.3 -0.2 -0.6
H 0.232 -1.460 -0.092 0.2 -1.6 0.2
H -0.927 1.593 -0.949 0.1 -1.6 2.1
H -0.666 1.183 0.926 -0.1 0.9 1.3
```
Positions in Å, forces in eV/Å.

For the energy, the calculation gives -613.6518 Ha. The value obtained for the HOMO energy is -17.23 eV. As for the strongest force on any atom: 0.12758 Eh/bohr. The total charge is +1.

---

[2]
Formula: C7H5P
Source: the OMol25 dataset
Level of theory: ωB97M-V/def2-TZVPD

```
13
Properties=species:S:1:pos:R:3:forces:R:3
C 1.575 -0.998 0.078 0.2 1.7 0.9
C 0.576 -1.349 -0.755 0.1 -0.4 -0.2
C 1.570 0.344 0.706 -1.0 -2.6 -1.7
C -1.531 0.007 -0.170 -3.3 0.0 -1.3
C -1.893 1.415 0.027 4.6 -1.5 0.0
C -0.535 -0.516 -0.837 2.9 1.7 0.7
C 0.700 1.167 0.164 -2.1 0.4 -0.6
P -0.528 2.401 0.240 0.2 0.1 0.1
H 2.315 -1.715 0.271 1.2 -0.7 0.4
H 0.973 -2.118 -1.396 -1.1 -0.5 -0.6
H 2.040 0.329 1.643 0.8 0.8 1.2
H -2.412 -0.664 -0.139 0.4 -0.1 0.7
H -2.851 1.697 0.167 -2.9 1.0 0.3
```
Positions in Å, forces in eV/Å.

For the energy, the calculation gives -610.8525 Ha. The value obtained for the HOMO energy is -7.43 eV. As for the strongest force on any atom: 0.09323 Eh/bohr. The total charge is 0.

---

[3]
Formula: C5H9N
Source: the OMol25 dataset
Level of theory: ωB97M-V/def2-TZVPD

```
15
Properties=species:S:1:pos:R:3:forces:R:3
C 2.524 -1.581 0.011 -0.6 -1.3 -0.6
C 1.193 -1.521 -0.068 -0.2 0.4 -1.6
C 0.600 -0.330 -0.692 -0.9 -0.9 -0.8
C -0.673 0.075 -0.414 1.1 -0.3 0.5
C -0.939 1.418 0.248 -0.1 -0.6 -0.5
N -2.338 1.629 0.588 -0.3 0.3 -0.1
H 2.937 -2.537 0.307 0.5 0.3 0.4
H 3.133 -0.861 -0.518 0.1 0.2 0.4
H 0.529 -2.315 0.249 0.1 0.0 0.5
H 1.203 0.049 -1.513 0.6 1.4 1.0
H -1.368 -0.750 -0.238 0.0 0.2 1.1
H -0.327 1.274 1.145 -0.2 0.3 0.2
H -0.477 2.271 -0.260 -0.2 0.0 -0.3
H -2.459 1.859 1.564 0.1 0.1 0.0
H -2.909 0.812 0.423 0.1 -0.1 -0.1
```
Positions in Å, forces in eV/Å.

For the energy, the calculation gives -250.5500 Ha. The value obtained for the HOMO energy is -7.89 eV. As for the strongest force on any atom: 0.03468 Eh/bohr. The SMILES is C=C/C=C/CN. The total charge is 0.

---

[4]
Formula: C47H98F2N8O12S2
Source: the OMol25 dataset
Level of theory: ωB97M-V/def2-TZVPD

```
169
Properties=species:S:1:pos:R:3:forces:R:3
N -0.364 -0.058 -1.257 0.7 -0.6 1.1
O -0.013 -0.299 -2.356 1.5 -1.4 -4.8
O -1.142 0.810 -1.041 -3.9 3.7 1.3
O 0.090 -0.700 -0.322 1.4 -2.1 3.1
C -2.331 2.705 5.542 0.3 -0.7 -0.6
C -2.115 2.497 4.029 2.2 1.6 1.8
O -1.197 3.034 3.453 -2.6 -1.7 0.1
N -2.922 1.361 3.418 0.7 1.0 -1.7
H -2.913 0.608 4.091 0.2 -0.6 0.2
H -3.902 1.575 3.303 -0.6 0.6 0.3
C -2.407 0.970 2.044 0.2 -1.0 0.1
H -2.715 1.836 6.076 -0.4 -0.2 -0.3
H -2.960 3.555 5.805 0.2 0.1 -0.2
H -1.308 2.797 5.905 -0.1 0.6 0.2
H -1.395 0.585 2.170 -0.1 -0.1 -0.2
H -2.376 1.766 1.299 -0.2 0.3 0.5
H -3.089 0.193 1.697 0.2 -0.1 -0.1
C 4.001 -0.982 4.357 0.2 0.2 -0.4
C 3.561 0.517 4.579 -0.8 0.0 1.2
C 4.717 1.465 4.396 1.8 0.2 1.3
C 5.246 1.596 2.996 -1.2 0.6 -0.4
C 4.041 2.189 2.253 0.9 0.0 -0.4
C 2.812 1.256 2.119 0.4 3.1 -0.5
N 2.496 0.923 3.569 -7.4 -5.1 1.4
O 1.165 0.561 3.926 8.4 2.9 -2.5
C 3.074 0.035 1.209 -0.2 -0.6 1.3
C 1.687 2.188 1.609 -1.5 -1.1 0.4
C 2.976 0.704 6.020 -0.4 -0.4 -0.3
H 3.217 -1.714 4.545 -0.1 0.3 0.2
H 4.850 -1.122 5.026 -0.3 0.1 0.6
H 4.486 -1.229 3.412 -0.5 0.4 -0.3
H 5.529 1.171 5.061 -0.1 -0.7 0.1
H 4.477 2.413 4.877 -0.3 0.4 -0.6
H 5.566 0.632 2.600 0.0 0.0 -0.1
H 6.088 2.284 2.915 0.0 -0.1 0.2
H 4.318 2.606 1.285 -0.2 -0.5 -0.3
H 3.713 3.073 2.799 0.0 0.1 0.2
H 2.287 -0.701 1.374 -0.1 0.0 -0.2
H 4.031 -0.397 1.499 0.0 -0.1 -0.3
H 3.075 0.276 0.145 -0.1 0.5 0.2
H 0.861 1.509 1.397 -0.4 0.3 -0.3
H 1.831 2.806 0.723 0.9 -0.6 -0.2
H 1.344 2.900 2.359 0.2 -0.2 0.4
H 2.131 0.072 6.291 -0.1 -0.2 -0.6
H 2.630 1.728 6.163 0.3 0.1 0.0
H 3.703 0.441 6.788 0.4 0.3 -0.3
C -0.485 8.310 -0.251 -0.9 1.4 -0.2
C -0.087 6.875 -0.496 2.7 -1.0 -1.6
C 0.313 6.233 0.805 -0.5 -1.1 1.0
C -0.897 5.993 1.711 -0.7 -0.7 0.2
C -1.849 4.913 0.994 1.9 1.6 0.3
C -2.268 5.311 -0.442 -1.3 -1.9 0.8
N -1.167 6.023 -1.153 -1.4 -0.3 -8.1
O -1.255 5.925 -2.526 1.0 0.9 9.0
C -3.528 6.188 -0.391 0.1 1.3 -0.5
C -2.682 3.978 -1.166 0.8 0.8 -0.5
C 1.229 6.730 -1.431 -0.8 -0.4 0.0
H -1.065 8.579 0.631 -0.5 -1.0 0.2
H -1.043 8.749 -1.078 0.4 0.0 -0.2
H 0.389 8.918 -0.019 0.4 -0.3 -0.7
H 1.167 6.801 1.173 -0.5 0.5 0.5
H 0.787 5.257 0.695 -0.1 -0.3 -0.7
H -1.419 6.896 2.028 -0.2 0.2 -0.6
H -0.610 5.606 2.688 0.3 -0.4 -0.1
H -2.731 4.691 1.595 -0.1 0.2 -0.2
H -1.254 4.005 0.894 0.1 -0.2 0.1
H -3.256 7.178 -0.024 -0.2 0.2 -0.2
H -4.351 5.868 0.249 0.5 -0.7 0.3
H -3.983 6.233 -1.380 0.3 0.4 -0.1
H -3.324 3.426 -0.479 0.1 0.0 0.1
H -1.791 3.414 -1.443 0.0 -0.3 0.2
H -3.231 4.141 -2.093 0.0 0.3 0.1
H 1.548 5.689 -1.479 -0.5 -0.3 0.0
H 2.109 7.194 -0.986 -0.5 0.7 0.1
H 1.113 7.011 -2.478 -0.2 0.4 0.2
C -0.135 -7.944 2.610 0.7 -1.0 -2.1
C -0.488 -6.569 3.054 -1.0 1.2 2.9
C 0.293 -6.220 4.344 -0.5 1.6 0.1
C 1.685 -5.695 4.179 0.5 0.1 -0.2
C 1.666 -4.438 3.249 0.3 -1.6 -0.3
C 1.039 -4.683 1.789 0.5 1.3 2.5
N -0.263 -5.459 1.980 -4.3 -2.0 -7.2
O -1.157 -5.478 0.881 5.8 0.5 7.5
C 1.985 -5.551 1.011 0.1 -0.8 -1.1
C 0.824 -3.314 1.186 -0.9 0.3 -0.2
C -1.977 -6.497 3.499 0.0 -0.1 -1.3
H -0.944 -8.372 2.017 0.1 0.0 -0.1
H 0.124 -8.655 3.394 -0.4 0.5 0.5
H 0.767 -7.941 1.998 -0.1 -0.1 -0.2
H 0.135 -7.007 5.082 0.4 -0.3 -0.4
H -0.200 -5.368 4.813 -0.6 0.1 0.0
H 2.368 -6.502 3.913 0.2 0.3 -0.6
H 2.047 -5.373 5.155 0.0 0.1 0.0
H 2.700 -4.148 3.059 0.0 0.0 -0.2
H 1.222 -3.591 3.773 -0.5 -0.1 -0.1
H 2.090 -6.530 1.479 0.2 0.1 -0.4
H 2.963 -5.091 0.872 0.0 0.3 0.8
H 1.672 -5.611 -0.032 -0.5 -0.6 0.1
H 0.565 -3.278 0.128 -0.2 -0.2 0.1
H 1.692 -2.665 1.305 0.2 -0.5 0.1
H 0.043 -2.843 1.783 -0.2 0.3 -0.3
H -2.207 -7.128 4.357 0.6 0.1 0.2
H -2.589 -6.924 2.704 -0.2 0.5 -0.1
H -2.221 -5.458 3.721 -0.3 -0.1 0.0
C 3.506 0.038 -2.957 0.8 1.7 -0.1
C 3.282 -1.403 -3.396 0.9 0.0 0.5
C 2.869 -2.160 -2.146 -0.1 0.3 0.4
C 2.283 -3.517 -2.382 0.8 -0.4 -0.6
C 1.064 -3.338 -3.258 -0.3 -0.6 0.8
C 1.280 -2.627 -4.648 -2.2 -1.0 1.0
N 2.155 -1.403 -4.418 2.6 3.2 -7.3
O 2.360 -0.571 -5.459 -2.0 -4.9 6.6
C -0.252 -2.344 -5.101 1.0 0.6 -0.1
C 2.041 -3.579 -5.675 0.1 1.5 -0.3
C 4.615 -2.109 -3.978 -0.4 1.0 0.1
H 3.778 0.829 -3.656 -0.3 -0.6 -1.1
H 4.384 0.165 -2.324 -0.1 -0.8 0.5
H 2.650 0.500 -2.466 -0.3 -0.5 0.1
H 2.141 -1.538 -1.626 -0.2 -0.1 0.1
H 3.739 -2.221 -1.493 0.2 0.1 -0.1
H 2.126 -3.973 -1.404 -0.7 0.0 -0.1
H 2.980 -4.208 -2.855 0.3 0.1 -0.1
H 0.347 -2.854 -2.595 -0.2 0.9 -0.5
H 0.576 -4.305 -3.380 0.2 -0.1 -0.8
H -0.853 -1.966 -4.274 0.4 -0.3 0.4
H -0.660 -3.294 -5.446 0.2 0.0 0.1
H -0.461 -1.596 -5.866 0.8 -0.1 -0.4
H 3.029 -3.907 -5.352 -0.3 -0.2 0.4
H 2.248 -2.991 -6.569 -0.1 0.2 -0.1
H 1.430 -4.406 -6.037 -0.2 0.0 0.6
H 4.921 -1.662 -4.924 -0.1 -0.1 0.0
H 4.681 -3.196 -4.017 -0.9 0.0 -0.3
H 5.407 -1.904 -3.258 -0.2 0.6 0.1
C -3.593 -3.029 0.642 -0.2 -1.2 -0.5
C -3.442 -2.176 -0.609 -0.3 0.6 0.1
C -4.782 -1.962 -1.370 1.5 1.2 -0.1
N -4.692 -0.740 -2.362 -1.6 0.4 -0.8
C -4.764 0.617 -1.621 0.5 -2.2 0.1
C -6.030 -0.694 -3.243 0.0 -2.0 0.6
C -5.626 -0.335 -4.615 1.3 0.7 -0.3
C -4.201 -1.000 -4.779 -1.2 1.3 0.1
C -3.536 -0.781 -3.381 -0.7 0.4 -1.7
H -4.305 -2.625 1.361 0.1 0.2 0.1
H -2.633 -3.262 1.101 0.1 0.6 0.2
H -3.946 -4.030 0.396 -0.4 -0.1 -0.1
H -2.693 -2.576 -1.293 0.0 -0.2 0.1
H -3.028 -1.241 -0.233 0.0 0.4 -0.5
H -5.573 -1.734 -0.655 -0.2 0.0 -0.3
H -5.013 -2.859 -1.945 -0.2 0.3 -0.1
H -5.635 0.420 -0.996 0.3 0.7 0.5
H -4.948 1.470 -2.274 0.2 -0.4 -0.3
H -3.793 0.664 -1.129 -0.2 0.6 0.4
H -6.813 -0.102 -2.768 0.4 0.1 0.2
H -6.384 -1.723 -3.303 0.0 -0.1 0.4
H -5.529 0.749 -4.681 0.4 0.2 0.0
H -6.333 -0.535 -5.420 -0.1 -0.6 0.3
H -3.806 -0.313 -5.527 0.9 -0.6 0.0
H -4.225 -2.021 -5.161 -0.1 0.1 0.2
H -3.105 0.215 -3.474 0.1 0.0 0.7
H -2.710 -1.463 -3.181 -0.5 -0.1 0.5
N -0.315 3.918 -4.673 2.7 3.0 -0.4
S 0.381 2.851 -3.829 1.6 -5.6 1.1
O 0.596 3.064 -2.376 -0.8 -0.3 -2.3
O 1.419 2.084 -4.562 -0.9 1.7 1.8
F -0.797 1.749 -3.988 -0.4 0.7 1.0
S 1.138 4.804 -5.091 0.3 3.1 -1.1
O 1.488 4.670 -6.478 -0.6 -0.4 1.7
O 2.213 4.949 -4.091 -2.5 -0.8 -1.4
F 0.421 6.278 -5.032 0.4 -1.3 0.2
```
Positions in Å, forces in eV/Å.

For the energy, the calculation gives -4184.5194 Ha. The value obtained for the HOMO energy is -15.58 eV. As for the strongest force on any atom: 0.18526 Eh/bohr. The total charge is +4.

---

[5]
Formula: C4H10O2S
Source: the OMol25 dataset
Level of theory: ωB97M-V/def2-TZVPD

```
17
Properties=species:S:1:pos:R:3:forces:R:3
O 2.381 0.942 -2.321 1.7 2.3 -1.1
C 1.891 -0.093 -1.907 -3.1 -0.6 1.6
C 0.456 0.008 -1.343 0.3 -2.4 0.9
C 0.387 0.513 0.126 2.6 3.5 0.3
C -1.019 1.029 0.548 1.2 -2.7 -1.8
S -1.144 2.114 1.961 -0.3 -0.5 0.3
H 2.362 -1.038 -1.965 0.6 -1.4 -0.2
H -0.092 -0.996 -1.347 0.4 0.8 -0.5
H -0.013 0.778 -1.967 -0.4 -0.1 0.1
H 0.878 -0.014 1.003 -0.5 -0.1 -1.5
H 1.107 1.422 -0.108 -1.3 -1.1 1.3
H -1.522 0.011 0.542 -0.5 1.4 0.8
H -1.296 1.476 -0.385 -1.0 0.8 -0.2
H -1.975 1.333 2.693 0.2 0.2 -0.1
H -1.445 -2.347 1.166 -0.9 -0.2 -0.1
H -0.070 -2.310 1.521 -0.5 -1.1 0.8
O -0.886 -2.828 1.783 1.4 1.3 -0.7
```
Positions in Å, forces in eV/Å.

For the energy, the calculation gives -706.9862 Ha. The value obtained for the HOMO energy (alpha / beta) is 0.44 / -4.51 eV. As for the expectation value of S²: 0.7535. As for the strongest force on any atom: 0.08453 Eh/bohr. As for the spin multiplicity: 2. The total charge is -1.